The following is a quantum chemistry calculation of a 2-piece molecular cluster, C2H5ClO2 overall, from the OMol25 dataset.

Geometry (Å):
C 1.36019 0.24772 -0.06860
C 0.13202 -0.52376 -0.15056
O -0.47144 -0.92560 0.96588
O -1.72287 1.32860 -0.36161
Cl -2.88674 0.31115 0.05950
H 1.91655 0.47407 -1.04926
H 1.12146 1.16830 0.36330
H 2.09018 -0.20438 0.63457
H -0.11488 -0.73981 -1.14837
H -1.42447 -1.13628 0.75514

Calculated total energy = -18767.88447 eV
ΔE to the lowest compared entry with this formula, charge and spin = 101.4 kcal/mol
Kohn-Sham gap (alpha / beta) = 6.88 / 6.88 eV

Atom charges from the natural (NBO) analysis, given in e for atoms 1 to 6: -0.744, 0.510, -0.585, -0.850, 0.162, 0.250

The following is a quantum chemistry calculation of C7H19Br2MnN4O9 as an isolated structure, from the OMol25 dataset.

Geometry (Å):
Mn 2.66860 -17.23418 12.29863
C 4.33202 -17.92662 15.14916
O 4.05217 -17.70533 13.75777
H 3.70703 -17.38158 15.85657
H 4.19167 -18.93804 15.53052
H 5.32327 -17.59660 15.45995
Br 10.15687 -16.59528 15.89978
C 8.71917 -17.62375 16.89516
C 9.40375 -18.82948 17.60982
Br 8.14367 -19.75568 18.78789
H 7.90852 -17.94741 16.24231
H 8.24884 -16.89185 17.55183
H 10.22920 -18.53208 18.25658
H 9.83344 -19.45864 16.83030
C 6.06722 -14.75104 16.45011
N 6.39467 -13.31352 16.48516
O 6.38990 -12.73937 17.52898
O 6.74501 -12.80473 15.43000
H 6.80777 -15.12190 17.15873
H 6.34859 -15.14045 15.47170
H 5.00114 -14.90080 16.62086
C 2.18994 -21.24232 13.35671
N 1.62227 -20.44333 12.25937
O 2.04453 -19.28609 12.30035
O 0.66633 -20.93571 11.63833
H 2.37397 -22.25637 13.00185
H 1.48746 -21.10702 14.17909
H 3.12704 -20.76312 13.64015
C 7.63203 -18.04969 13.43468
N 7.50702 -18.68854 12.09331
O 6.90295 -18.08274 11.24399
O 8.08432 -19.72243 11.93489
H 7.21856 -18.75976 14.15088
H 7.02487 -17.15447 13.56896
H 8.69630 -17.95867 13.65183
C 5.57323 -14.03998 12.29571
N 4.18190 -14.53896 12.62324
O 3.71607 -15.40861 11.89033
O 3.65007 -14.22325 13.67585
H 5.44736 -12.96109 12.20506
H 5.84730 -14.34698 11.28638
H 6.34086 -14.35209 13.00383

Total charge = +1
Calculated total energy = -203340.70888 eV
Multiplicity = 6
ΔE to the lowest compared entry with this formula, charge and spin = 0.0 kcal/mol
Kohn-Sham gap (alpha / beta) = 7.79 / 7.48 eV

Atom charges from the natural (NBO) analysis, given in e for atoms 1 to 6: 1.697, -0.239, -1.034, 0.162, 0.163, 0.148

The following is a quantum chemistry calculation of a 15-piece molecular cluster, C75H143B3F12N13O11 overall, from the OMol25 dataset.

Geometry (Å):
C -16.78957 -2.66652 12.95494
C -15.37935 -2.45267 12.38585
C -14.31923 -2.71459 13.55213
C -12.91356 -2.83648 13.00400
C -12.76176 -4.02887 12.02441
C -13.79334 -4.02607 10.81957
N -15.21321 -3.56352 11.28812
O -16.34903 -4.08723 10.70783
C -13.85969 -5.43297 10.13838
C -13.28294 -3.05243 9.75445
C -15.26798 -1.03225 11.79371
H -17.58674 -2.30351 12.30623
H -16.86398 -2.14529 13.90935
H -17.05098 -3.71974 13.05739
H -14.54914 -3.67127 14.02114
H -14.41200 -1.87875 14.24556
H -12.14501 -2.98154 13.76321
H -12.64672 -1.94313 12.43935
H -12.87045 -4.89483 12.67740
H -11.73232 -4.15472 11.68899
H -12.86793 -5.68256 9.76127
H -14.55435 -5.50136 9.30120
H -14.13250 -6.18078 10.88300
H -13.97766 -2.87794 8.93286
H -12.40993 -3.56264 9.34746
H -12.89618 -2.11623 10.15700
H -16.07282 -0.76464 11.10908
H -14.35649 -0.86032 11.22124
H -15.32159 -0.25312 12.55409
C -8.51739 11.72512 12.88770
C -7.09157 11.08289 12.85835
C -6.75089 10.58829 14.25411
C -5.68910 9.50522 14.43522
C -5.92373 8.34505 13.54091
C -6.13721 8.66727 12.04203
N -7.13697 9.84127 11.92457
O -7.72792 10.05732 10.67968
C -6.71329 7.47819 11.25677
C -4.80097 9.02225 11.41886
C -6.03433 12.16440 12.45924
H -8.66113 12.34876 12.00537
H -8.80681 12.37054 13.71702
H -9.25640 10.92394 12.89675
H -7.68786 10.07334 14.46628
H -6.67012 11.44518 14.92293
H -5.69087 9.27097 15.49975
H -4.73549 9.90288 14.08795
H -6.72829 7.71455 13.91939
H -5.05720 7.69708 13.67270
H -6.04620 6.61634 11.27422
H -7.05387 7.67496 10.24022
H -7.52972 7.04758 11.83652
H -4.09234 8.20186 11.53248
H -4.50875 9.95261 11.90583
H -5.05426 9.15861 10.36750
H -6.30735 13.17558 12.76104
H -5.94115 12.21514 11.37441
H -5.04123 12.03489 12.88944
C -0.84709 -7.34058 25.06785
C -2.40892 -7.29871 25.26878
C -2.80182 -5.90128 25.79484
C -2.80122 -4.84065 24.67968
C -3.79946 -5.20713 23.54925
C -3.38619 -6.53330 22.89327
N -3.19556 -7.55934 23.94106
O -3.25616 -8.93082 23.63912
C -2.18802 -6.29601 21.95792
C -4.56219 -6.99122 22.03856
C -2.77638 -8.22987 26.38246
H -0.24421 -7.12713 25.95051
H -0.45527 -6.60212 24.36839
H -0.59330 -8.35303 24.75378
H -2.23363 -5.56585 26.66246
H -3.83304 -5.96861 26.14147
H -1.80367 -4.59357 24.31644
H -3.19249 -4.00692 25.26269
H -3.84517 -4.43579 22.78045
H -4.79621 -5.32204 23.97514
H -1.92852 -7.14737 21.32866
H -1.36221 -5.90220 22.55042
H -2.30031 -5.49331 21.22911
H -5.50319 -7.09405 22.57898
H -4.23975 -7.88381 21.50244
H -4.76800 -6.25183 21.26458
H -2.42660 -7.99115 27.38684
H -2.32843 -9.21319 26.23921
H -3.85305 -8.37541 26.47029
C 2.56649 0.80682 31.23889
C 3.90370 0.10283 31.40161
C 3.92372 -1.10101 30.33515
C 4.11459 -0.63931 28.86185
C 5.34793 0.16992 28.69453
C 5.46086 1.41047 29.64242
N 5.07375 1.05037 31.06368
O 5.31356 1.92713 32.06799
C 4.46539 2.48476 29.10684
C 6.92857 1.90558 29.51686
C 4.20753 -0.52486 32.83102
H 2.38575 1.04504 30.19071
H 2.33502 1.59532 31.95497
H 1.80233 0.06567 31.47311
H 2.98792 -1.65912 30.36492
H 4.69477 -1.79203 30.67586
H 3.25596 -0.04422 28.55087
H 4.12810 -1.49340 28.18477
H 5.61857 0.49641 27.69041
H 6.17809 -0.48917 28.94856
H 3.65337 2.10072 28.48940
H 4.87383 3.17581 28.36945
H 3.99861 3.07133 29.89814
H 7.09275 2.93983 29.81931
H 7.25472 1.91621 28.47686
H 7.67724 1.23317 29.93572
H 5.16771 -1.04047 32.84846
H 3.50523 -1.27946 33.18518
H 4.28312 0.15861 33.67675
C -5.70796 11.40411 24.45395
C -4.34196 11.89329 23.98603
C -3.70837 10.92811 22.96647
C -2.55464 11.44372 22.02018
C -3.01888 12.73142 21.35626
C -3.62705 13.83738 22.28269
N -4.58359 13.23328 23.30542
O -5.45780 14.13297 23.93636
C -4.43578 14.77619 21.34485
C -2.48967 14.50822 23.09457
C -3.37575 12.03100 25.16012
H -6.42789 11.34024 23.63804
H -6.17979 11.95762 25.26581
H -5.57759 10.40409 24.86754
H -4.58018 10.61040 22.39454
H -3.41178 9.99279 23.44116
H -2.33265 10.64586 21.31148
H -1.60718 11.63448 22.52420
H -3.72289 12.54711 20.54479
H -2.17481 12.97870 20.71243
H -4.65464 15.78422 21.69709
H -5.41092 14.30856 21.20872
H -3.85637 14.98285 20.44503
H -2.84911 14.97021 24.01407
H -1.98857 15.28103 22.51169
H -1.74955 13.78830 23.44392
H -2.38206 12.08724 24.71571
H -3.36978 11.16436 25.82117
H -3.45631 12.94137 25.75410
C 5.83071 0.18201 14.22889
C 5.46477 -1.23190 13.74677
N 4.42468 -1.22754 12.76576
C 4.56850 -1.66454 11.48874
C 3.35086 -1.66675 10.82104
N 2.44790 -1.03345 11.71888
C 3.13680 -0.81312 12.90603
C 1.03204 -0.79873 11.57908
H 6.64466 0.13036 14.95201
H 5.08901 0.70306 14.83428
H 6.32934 0.80830 13.48915
H 5.05859 -1.73499 14.62427
H 6.24466 -1.94592 13.48214
H 5.54824 -2.05826 11.26186
H 3.01058 -2.00524 9.85356
H 2.71682 -0.46622 13.83859
H 0.61586 -1.64196 11.02786
H 0.70358 0.11801 11.08939
H 0.48977 -0.70627 12.52009
C -4.74956 -0.27117 17.27246
C -4.68402 1.24358 17.58632
N -4.14687 1.53079 18.91724
C -4.89539 1.62592 20.07833
C -3.98246 2.03884 21.09780
N -2.75073 2.21748 20.53983
C -2.82260 1.84250 19.24049
C -1.64514 2.69201 21.25033
H -5.40352 -0.76063 17.99417
H -3.79001 -0.78196 17.35275
H -5.31273 -0.46747 16.36009
H -5.63089 1.78183 17.54375
H -3.98606 1.63648 16.84702
H -5.96252 1.48690 20.16950
H -4.27423 2.15219 22.13144
H -1.94468 1.88658 18.61303
H -0.73971 2.32813 20.76466
H -1.66949 2.16748 22.20552
H -1.69425 3.75497 21.48651
C -6.14939 1.65719 32.99624
C -7.37658 2.11007 32.11846
N -7.97760 0.91272 31.46784
C -7.72634 0.51652 30.16738
C -8.28029 -0.68169 29.93776
N -8.91756 -1.08882 31.10556
C -8.77203 -0.07934 32.04629
C -9.59080 -2.35458 31.31998
H -5.34670 1.39367 32.30751
H -6.40476 0.85130 33.68431
H -5.66122 2.53144 33.42690
H -7.04307 2.78425 31.32957
H -8.12537 2.71984 32.62403
H -7.15126 1.12338 29.48371
H -8.31173 -1.21479 28.99902
H -8.95971 -0.10691 33.10950
H -8.84882 -3.11223 31.57201
H -9.98174 -2.63248 30.34118
H -10.32656 -2.29787 32.12219
C -17.07805 3.65858 19.64533
C -16.55625 4.16779 20.95750
N -15.51348 5.22002 20.79827
C -15.68573 6.59304 20.69432
C -14.48731 7.18546 20.50855
N -13.52177 6.20075 20.45088
C -14.15747 4.96897 20.63328
C -12.14739 6.35618 20.16190
H -17.43768 4.48052 19.02632
H -18.00916 3.09272 19.67586
H -16.31289 3.17673 19.03667
H -16.14873 3.31865 21.50613
H -17.41836 4.43725 21.56763
H -16.64074 7.09408 20.75196
H -14.10544 8.17588 20.30947
H -13.69438 4.02951 20.36994
H -11.70636 6.90421 20.99451
H -12.18551 6.93327 19.23798
H -11.73538 5.38682 19.88137
C -10.81622 -2.98610 20.96519
C -11.30828 -2.00526 21.98753
O -10.39594 -1.33297 22.50967
O -12.53817 -1.80629 22.11023
H -10.22099 -2.45944 20.21924
H -11.54654 -3.52479 20.36141
H -10.23403 -3.82938 21.33671
C -1.56857 5.66529 29.53720
C -2.41608 4.93969 28.56767
O -2.07442 3.79417 28.14642
O -3.46563 5.43858 28.13491
H -1.04872 6.43486 28.96657
H -0.75412 5.14747 30.04378
H -2.22373 5.98162 30.34887
C -6.77273 -0.23867 8.83204
C -6.73379 0.84314 7.85639
O -7.82732 1.31209 7.41843
O -5.60188 1.19019 7.52380
H -7.08981 -1.21114 8.45542
H -7.57970 0.00441 9.52328
H -5.84720 -0.34950 9.39701
B -11.75845 4.52724 14.69821
F -13.01314 4.57337 15.31278
F -11.82058 4.01786 13.39759
F -11.25103 5.82423 14.69855
F -11.06392 3.68949 15.37440
B 1.04107 5.86515 15.46272
F 1.51418 6.93314 14.76033
F 2.12467 5.46344 16.14541
F 0.01154 6.23629 16.38949
F 0.65734 4.86665 14.63256
B 3.31974 -2.69876 20.08247
F 3.27320 -4.06106 20.01199
F 2.55186 -2.16364 19.12397
F 2.90061 -2.23278 21.25827
F 4.55018 -2.14908 19.86136

Total charge = +3
Calculated total energy = -156589.99228 eV
Kohn-Sham gap = 0.74 eV

Atom charges from the Mulliken analysis, given in e for atoms 1 to 6: -1.663, 1.053, -0.977, -0.732, -1.038, 1.139

The following is a quantum chemistry calculation of CH8N3O as an isolated structure, from the OMol25 dataset.

Geometry (Å):
C 0.10799 -1.03770 -0.24216
N -0.50315 -1.55217 0.82493
N -0.25968 -1.39043 -1.47930
N 0.32059 2.18719 0.36192
O 0.90633 -0.09786 0.01249
H -0.11488 -1.30186 1.71789
H -1.29473 -2.14119 0.94424
H -0.85286 -2.24955 -1.60127
H 0.20246 -0.94855 -2.33960
H -0.20068 1.91505 1.20470
H -0.09809 2.75980 -0.29756
H 1.10217 2.82281 0.71137
H 0.68454 1.03447 0.18235

Total charge = +1
Calculated total energy = -7678.92156 eV
ΔE to the lowest compared entry with this formula, charge and spin = 21.3 kcal/mol
Kohn-Sham gap = 11.86 eV

Atom charges from the natural (NBO) analysis, given in e for atoms 1 to 6: 0.814, -0.794, -0.792, -0.966, -0.712, 0.417

The following is a quantum chemistry calculation of one molecule with the formula C5H8OSe, from the OMol25 dataset.

Geometry (Å):
C 0.99260 -1.80525 -0.42116
C -0.95597 1.23988 0.32615
C -1.26579 -0.18937 0.62051
C 0.11286 1.42836 -0.75259
C 1.32131 -0.75848 0.53033
O 0.81324 -2.96832 -0.13166
Se 1.80885 0.95286 0.07090
H 1.04327 -1.60450 -1.57357
H -1.79922 1.60912 -0.14396
H -0.70740 1.71209 1.28837
H -1.34441 -0.77635 1.49716
H -1.54998 -0.67706 -0.34674
H -0.00667 0.63150 -1.34557
H -0.11058 2.43764 -1.03985
H 1.64788 -1.23212 1.42168

Calculated total energy = -72703.95475 eV
ΔE to the lowest compared entry with this formula, charge and spin = 69.3 kcal/mol
Kohn-Sham gap (alpha / beta) = 7.38 / 8.11 eV

Atom charges from the natural (NBO) analysis, given in e for atoms 1 to 6: 0.321, -0.492, -0.234, -0.537, -0.528, -0.561

The following is a quantum chemistry calculation of C37H33N4OS7Ti as an isolated structure, from the OMol25 dataset.

Geometry (Å):
Ti -0.11730 0.30730 0.57384
C 2.80865 3.51941 0.17322
C 3.47050 2.17676 0.09267
C 4.75600 2.04063 -0.43600
C 5.34320 0.79208 -0.49420
C 4.65209 -0.29370 0.02007
C 3.38824 -0.05920 0.53961
N 2.79459 1.11995 0.53998
C 2.60140 -1.19012 1.09687
C 3.26181 -2.23462 1.73639
C 2.54643 -3.33046 2.15345
C 1.20019 -3.38901 1.84996
C 0.59769 -2.30486 1.24989
N 1.27050 -1.17999 0.95625
C -0.78357 -2.43044 0.65216
C -1.58356 -3.52805 0.85450
C -2.73902 -3.64384 0.08989
C -3.02974 -2.68463 -0.85107
C -2.19946 -1.57371 -0.97733
C -2.43523 -0.53193 -2.02496
N -1.11934 -1.45149 -0.19487
H 3.53318 4.27872 0.47334
H 1.99219 3.49142 0.89180
H 2.40702 3.80233 -0.80174
H 5.27402 2.91873 -0.80307
H 6.32732 0.66051 -0.92712
H 5.06982 -1.28983 -0.01567
H 4.32534 -2.16290 1.90586
H 3.03042 -4.14723 2.67497
H 0.61868 -4.26699 2.08678
H -1.32413 -4.27637 1.58752
H -3.39529 -4.49516 0.22838
H -3.90019 -2.76731 -1.48906
H -1.90131 0.38567 -1.79848
H -2.07151 -0.91252 -2.98504
H -3.49989 -0.31833 -2.13144
S 0.61707 -0.54623 -4.47105
C 1.06234 -2.14576 -3.97556
C 1.16259 -3.32048 -4.72319
C 1.53562 -4.48031 -4.06998
C 1.81160 -4.47712 -2.69588
C 1.71599 -3.31361 -1.95920
C 1.33325 -2.13724 -2.60713
N 1.19976 -0.89669 -1.98570
C 0.84686 0.01383 -2.82482
C 0.56715 1.41291 -2.42239
C 0.64171 2.40094 -3.40685
C 0.26255 3.70286 -3.13004
C -0.19613 3.99665 -1.85337
C -0.23559 3.00649 -0.88304
C 0.15197 1.67107 -1.09938
H 0.95686 -3.32819 -5.78623
H 1.61949 -5.40441 -4.62730
H 2.11022 -5.39683 -2.20794
H 1.94276 -3.30246 -0.90046
H 0.99385 2.15062 -4.40293
H 0.31785 4.46714 -3.89492
H -0.51049 5.00532 -1.60656
H -0.59084 3.29221 0.09959
S 0.93659 1.45618 8.00008
C 0.54473 1.23529 6.40902
S 0.92783 2.34572 5.15798
C 0.21492 1.49190 3.81586
C -0.36057 0.32062 4.11845
S -1.15860 -0.70753 2.94691
S -0.29015 -0.13783 5.79952
S 0.25351 2.20304 2.21506
C -4.64067 -0.77655 1.60814
C -4.30178 0.64937 2.00880
S -3.57570 1.53579 0.64968
O -2.14244 1.09827 0.51634
C -3.45982 3.15574 1.39566
C -3.41812 4.25474 0.34281
H -5.20317 -1.25493 2.41080
H -3.73196 -1.35521 1.45157
H -5.25123 -0.80572 0.70133
H -3.57784 0.68889 2.82750
H -5.19477 1.22587 2.26453
H -2.53680 3.08519 1.98181
H -4.30527 3.26779 2.07539
H -2.61010 4.09163 -0.37126
H -4.35561 4.31133 -0.21324
H -3.24918 5.21892 0.82420

Calculated total energy = -145877.40372 eV
Multiplicity = 2
ΔE to the lowest compared entry with this formula, charge and spin = 20.8 kcal/mol
Kohn-Sham gap (alpha / beta) = 5.24 / 5.22 eV

Atom charges from the Mulliken analysis, given in e for atoms 1 to 6: -0.972, -1.244, 0.957, -0.886, -0.737, -1.277

How do the records compare in largest force on an atom? In the order shown, they have 3.3; 3.9; 9.5; 4.7; 4.0; 2.4 eV Å⁻¹.